C6H13O | wB97M-V/def2-TZVPD

Each line ends with the Mulliken charge.
Element x y z (Å)
C -0.70198 1.06673 0.72459  -0.568
C 0.70658 0.99444 1.07503  -0.438
C 0.26430 -0.54998 -0.85568  -0.588
C -1.05868 -0.26701 -0.02788  0.609
C -2.28379 -0.17686 -0.90542  -1.709
C 2.28883 -0.66250 0.15143  -0.943
O 1.24902 0.26641 -0.19400  -0.048
H -1.31295 1.09244 1.69317  0.352
H -0.91519 1.96550 0.12446  0.320
H 1.26739 1.90570 1.15064  0.351
H 0.96602 0.51318 2.02761  0.338
H 0.55575 -1.66601 -1.00986  0.364
H 0.20261 -0.17796 -1.94870  0.290
H -1.37066 -1.13835 0.59968  0.261
H -2.00295 0.42540 -1.74297  0.430
H -3.00136 0.30670 -0.37129  0.440
H -2.69927 -1.09746 -1.27628  0.382
H 3.14093 -0.25861 0.78549  0.321
H 1.90528 -1.54951 0.70804  0.456
H 2.80012 -0.99225 -0.70807  0.380

For the frontier orbital gap, the calculation gives 12.97 eV. The HOMO energy comes out at -0.5766 Ha. The value obtained for the LUMO energy is -0.09984 Eh. The calculation puts the maximum force at 0.07593 hartree/bohr. For the total energy, the calculation gives -8471.111 eV. The total charge is +1. The multiplicity is 1.

C4H7NO2S | wB97M-V/def2-TZVPD

Each line ends with the Mulliken charge.
Element x y z (Å)
O -0.64818 2.48319 -0.38432  -0.586
C 0.03899 1.55761 0.08448  0.387
O 0.18988 1.43750 1.34099  -0.470
C 0.27849 0.28623 -0.78698  0.012
N -1.00729 -0.37253 -1.13853  -0.459
C -1.37065 -1.26011 0.00570  -0.641
C -0.12007 -1.99681 0.16214  -0.373
S 1.31556 -0.79762 0.28279  -0.293
H 0.99747 0.71070 1.56881  0.384
H 0.64983 0.64327 -1.69696  0.531
H -0.99851 -0.88054 -1.88337  0.245
H -1.59594 -0.73442 0.88899  0.324
H -2.21988 -2.00996 -0.03762  0.310
H -0.17917 -2.41683 -0.82909  0.266
H 0.05406 -2.82950 0.98899  0.364

For the frontier orbital gap, the calculation gives 9.78 eV. The HOMO energy comes out at -0.3428 Ha. The value obtained for the LUMO energy is 0.01658 Eh. The calculation puts the maximum force at 0.16749 hartree/bohr. For the total energy, the calculation gives -20679.640 eV. The total charge is 0. The multiplicity is 1. Its SMILES is O=C(O)[C@@H]1NCCS1.

C13H29InN3O2P2 | wB97M-V/def2-TZVPD

Each line ends with the Mulliken charge.
Element x y z (Å)
In 0.03672 0.30282 0.12180  1.357
P -0.12270 -1.08170 2.50241  -0.061
P -0.07286 2.88158 -0.43049  -0.055
N -0.32012 -1.74349 -0.43406  0.045
N -0.34294 0.30887 -2.06000  -0.140
H -0.76996 -3.00436 -2.14830  0.429
H 0.27693 -0.99189 -3.63909  0.421
H 0.92412 -2.40946 -2.00149  0.279
C -0.12267 -2.14419 -1.83322  -0.597
H -1.46224 -1.11008 -3.18729  0.343
C -0.42966 -0.97483 -2.79056  -0.830
H -1.59084 -3.50449 -0.14298  0.505
H -0.60893 1.34687 -3.85061  0.446
C -1.20000 -2.55077 0.30261  -0.627
C -0.45281 1.42334 -2.76272  -0.108
H -0.26042 -3.40229 1.93870  0.500
C -0.95618 -2.56609 1.85472  -0.768
H -1.89908 -2.76942 2.37501  0.512
H -1.18757 3.58006 0.07277  0.125
H 1.09091 3.71599 -0.32879  0.124
H -1.02593 -0.72245 3.54250  0.149
H 1.00521 -1.63029 3.13159  0.163
O -2.11489 0.32615 1.02203  -0.663
C -3.18917 -0.06653 0.52279  0.529
C -4.08079 -0.94183 1.34279  -0.941
C -3.65147 0.27031 -0.81536  -0.710
H -2.09611 -1.96889 0.11614  0.147
H -3.62495 -1.72912 2.01575  0.206
H -4.53575 -0.18205 1.99545  0.393
H -4.86859 -1.42272 0.73759  0.339
H -2.83058 0.49884 -1.55032  0.080
H -4.38053 -0.44695 -1.26383  0.363
H -4.16487 1.20344 -0.52752  0.353
C -0.39633 2.72598 -2.18668  -0.724
H -0.54881 3.56501 -2.85426  0.446
C 5.68869 0.29425 -0.13518  -0.915
N 4.33839 -0.19863 -0.37919  0.039
C 4.15725 -1.36980 -1.22093  -0.650
C 3.23565 0.36734 0.09268  0.750
C 3.27715 1.56176 0.97819  -1.209
O 2.14294 -0.18295 -0.28338  -0.727
H 6.37721 -0.39247 -0.63390  0.283
H 5.90441 0.31520 0.94807  0.361
H 5.81886 1.31236 -0.54182  0.350
H 3.65003 -2.17975 -0.68519  0.242
H 3.57112 -1.13373 -2.12507  0.239
H 5.14761 -1.70610 -1.52177  0.319
H 3.04548 2.46757 0.42356  0.184
H 2.55246 1.46033 1.79558  0.287
H 4.27614 1.67714 1.42505  0.419

For the frontier orbital gap (alpha / beta), the calculation gives 7.40 / 5.43 eV. Its expectation value of S² is 0.7554. The HOMO energy (alpha / beta) comes out at -0.4885 / -0.4865 Ha. The value obtained for the LUMO energy (alpha / beta) is -0.21661 / -0.28680 Eh. The calculation puts the maximum force at 0.05445 hartree/bohr. For the total energy, the calculation gives -46251.172 eV. The total charge is +2. The multiplicity is 2.

C9H14S | wB97M-V/def2-TZVPD

Each line ends with the Mulliken charge.
Element x y z (Å)
C 0.96687 0.03794 3.19507  -1.445
C 0.65480 0.73078 1.89978  0.832
C -0.42478 1.58986 1.78286  -0.535
C -0.82169 2.07831 0.53830  -0.562
C 0.06323 1.98240 -0.51051  -0.342
C 1.31176 1.38248 -0.33111  -0.564
C 1.59748 0.74294 0.86450  -0.361
H 1.27517 -0.99732 2.99157  0.362
H 0.10029 -0.05380 3.84044  0.373
H 1.82178 0.48532 3.70181  0.314
H -1.08579 1.70669 2.64073  0.303
H -1.74524 2.63572 0.45307  0.403
H -0.11729 2.24449 -1.54489  0.471
H 2.03521 1.24813 -1.12289  0.396
H 2.53426 0.20937 0.99993  0.352
C -1.41308 -2.13964 -1.36634  -0.847
C -0.63386 -1.19671 -2.32170  -0.261
S -0.69932 -1.74359 -4.05764  -0.225
H -0.86650 -2.17026 -0.42525  0.237
H -1.63953 -3.06551 -1.87568  0.358
H -2.32528 -1.63826 -1.04770  0.227
H -1.09868 -0.21228 -2.37810  0.147
H 0.38288 -1.06603 -1.97621  0.251
H 0.12731 -2.79102 -3.95004  0.115

For the frontier orbital gap, the calculation gives 9.78 eV. The HOMO energy comes out at -0.3282 Ha. The value obtained for the LUMO energy is 0.03138 Eh. The calculation puts the maximum force at 0.03303 hartree/bohr. For the total energy, the calculation gives -20394.819 eV. The total charge is 0. The multiplicity is 1. Its SMILES is Cc1ccccc1.CCS.

C18H48BCuF4O18S6 | wB97M-V/def2-TZVPD

Each line ends with the Mulliken charge.
Element x y z (Å)
Cu -0.57612 -0.35372 1.51705  1.002
B -4.31699 -1.12674 4.61236  0.570
F -5.59738 -1.20361 4.17396  -0.080
F -4.22376 -1.17242 5.95568  -0.151
F -3.57441 -1.95948 3.93302  -0.274
F -3.91726 0.14198 4.26051  -0.066
O -3.43023 -5.08805 -4.27610  -0.610
S -4.39502 -4.43462 -3.43337  1.091
O -3.84992 -3.51443 -2.43118  -0.580
O -5.50616 -3.60558 -4.38466  -0.274
C -5.84416 -4.11820 -5.69348  -0.160
C -6.55364 -3.04518 -6.51087  -1.208
C -5.51756 -5.69201 -2.71644  -0.841
H -6.46159 -5.01630 -5.71077  0.288
H -4.92041 -4.45276 -6.16555  0.365
H -7.47861 -2.80898 -5.98480  0.301
H -6.81941 -3.28422 -7.54059  0.359
H -6.00450 -2.10910 -6.40937  0.307
H -6.09435 -6.18182 -3.50099  0.303
H -6.14523 -5.10315 -2.04757  0.308
H -4.88743 -6.33807 -2.10521  0.351
O 2.42126 1.15556 -5.59169  -0.590
S 1.21586 1.57637 -4.89166  1.067
O 0.81119 1.03975 -3.56512  -0.570
O 1.15792 3.22622 -4.89626  -0.257
C 1.50494 3.98638 -6.03999  -0.125
C 1.26939 5.49042 -5.63615  -1.209
C -0.10384 1.16976 -6.08290  -0.955
H 0.95683 3.88988 -6.97720  0.301
H 2.56106 3.89852 -6.29486  0.294
H 0.23986 5.83805 -5.55059  0.312
H 1.68266 6.19727 -6.35564  0.366
H 1.73622 5.52475 -4.65177  0.322
H -0.97743 1.77668 -5.84501  0.320
H -0.12952 0.08174 -6.02231  0.380
H 0.19929 1.35676 -7.11306  0.343
O 2.28404 6.87264 1.88807  -0.582
S 1.85549 5.97069 2.94004  1.034
O 1.52739 4.59864 2.59171  -0.559
O 3.11324 5.95426 4.02457  -0.276
C 4.41009 6.19868 3.52794  -0.210
C 5.47663 5.78372 4.52814  -1.176
C 0.56852 6.79517 4.08781  -0.845
H 4.54207 7.27707 3.44000  0.263
H 4.50347 5.69100 2.56792  0.390
H 6.46528 6.01576 4.13211  0.366
H 5.35374 4.70824 4.65600  0.296
H 5.38023 6.41446 5.41187  0.317
H 0.59420 6.27124 5.04328  0.312
H -0.43192 6.77729 3.65550  0.352
H 0.82775 7.81500 4.37211  0.319
O 2.16591 -7.69262 0.87680  -0.578
S 2.98521 -6.46809 0.71769  1.119
O 2.56919 -5.15283 1.19493  -0.604
O 4.42183 -6.73874 1.47863  -0.289
C 4.99910 -7.96936 1.30829  -0.310
C 5.21964 -8.60677 2.69797  -1.162
C 3.75109 -6.37797 -0.96977  -0.851
H 5.96051 -7.68912 0.87787  0.305
H 4.41697 -8.58479 0.62240  0.427
H 5.50996 -9.64484 2.53604  0.338
H 4.34684 -8.46994 3.33641  0.292
H 6.01708 -8.13545 3.27248  0.317
H 3.86949 -7.43769 -1.19583  0.314
H 4.70618 -5.85279 -0.97870  0.308
H 3.05372 -5.95389 -1.69223  0.375
O 2.62649 -0.46612 5.88364  -0.570
S 3.56273 -0.54394 6.97337  1.077
O 3.52163 -1.65548 7.89729  -0.564
O 5.09219 -0.41483 6.41613  -0.305
C 6.17692 -0.93853 7.21015  -0.357
C 6.54218 -2.35610 6.65991  -1.021
C 3.53557 1.04314 7.98592  -0.858
H 5.92850 -0.98381 8.27050  0.323
H 6.96908 -0.19064 7.17505  0.393
H 5.68744 -2.99002 6.42396  0.286
H 7.22235 -2.85838 7.34779  0.334
H 7.03625 -2.21352 5.69883  0.302
H 4.33012 0.93182 8.72375  0.302
H 2.52399 1.26044 8.32881  0.343
H 3.94641 1.84470 7.37209  0.314
O -4.56089 2.45128 -1.44542  -0.571
S -5.72625 3.13036 -2.05415  1.078
O -5.91615 4.58270 -1.81534  -0.580
O -5.75166 2.80408 -3.67533  -0.268
C -6.44332 3.63481 -4.58772  -0.296
C -5.45338 4.88605 -4.88711  -1.003
C -7.31975 2.22197 -1.62412  -0.904
H -7.40403 3.97233 -4.19885  0.247
H -6.66935 3.19514 -5.55917  0.364
H -5.22799 5.46958 -3.99447  0.318
H -5.83734 5.54427 -5.66648  0.368
H -4.51531 4.42216 -5.19198  0.247
H -8.20591 2.53827 -2.17437  0.325
H -7.53852 2.35722 -0.56490  0.355
H -7.02651 1.21050 -1.90528  0.319

For the frontier orbital gap (alpha / beta), the calculation gives 5.86 / 2.35 eV. Its expectation value of S² is 0.7560. The HOMO energy (alpha / beta) comes out at -0.4549 / -0.4549 Ha. The value obtained for the LUMO energy (alpha / beta) is -0.23949 / -0.36855 Eh. The calculation puts the maximum force at 0.08177 hartree/bohr. For the total energy, the calculation gives -177482.292 eV. The total charge is +1. The multiplicity is 2.